This record from OMol25 describes 2 unconnected molecules or ions with the total composition C5H14. The level of theory is wB97M-V/def2-TZVPD.

Properties
* SMILES: CCC.CC
* HOMO-LUMO gap: 0.4477 Ha
* total charge: 0
* relative energy (zero: lowest compared OMol25 entry of this formula, charge and spin): 12.0 kcal/mol
* HOMO: -11.04 eV

Last column: Mulliken charge in e.
Cartesian coordinates (Å):
C: -0.80 -1.21 -0.99  -0.680
C: 0.68 -1.55 -1.33  -0.226
C: 1.55 -1.88 -0.13  -1.092
H: -1.15 -1.88 -0.20  0.311
H: -0.80 -0.21 -0.58  -0.215
H: -1.45 -1.38 -1.85  0.375
H: 0.68 -2.29 -2.14  0.357
H: 1.05 -0.65 -1.82  0.218
H: 1.94 -2.90 -0.13  0.323
H: 2.49 -1.34 -0.24  0.281
H: 1.13 -1.65 0.85  0.322
C: -0.89 2.30 0.36  -0.769
C: -0.46 1.97 1.77  -0.799
H: -1.58 3.13 0.19  0.343
H: -0.02 2.39 -0.28  0.264
H: -1.51 1.48 -0.01  0.172
H: -0.02 2.81 2.32  0.319
H: -1.23 1.57 2.43  0.278
H: 0.38 1.28 1.78  0.218

This record from OMol25 describes a gas-phase ion, C8H16NO (charge +1). The level of theory is wB97M-V/def2-TZVPD.

Properties
* HOMO-LUMO gap: 0.2436 Ha
* total charge: +1
* relative energy (zero: lowest compared OMol25 entry of this formula, charge and spin): 129.0 kcal/mol
* HOMO: -12.36 eV

Last column: Mulliken charge in e.
Cartesian coordinates (Å):
C: -1.53 -0.48 1.09  -0.737
C: -1.50 0.29 -1.39  -0.486
C: -0.26 0.50 -2.28  -0.383
C: -1.60 0.19 -0.13  0.452
C: -0.01 -0.69 -3.17  -1.120
C: 0.18 1.63 1.92  -0.869
C: 2.08 0.25 0.87  -0.815
C: 0.02 -0.72 1.63  -0.005
N: 0.78 0.42 1.43  0.149
O: 0.61 -1.85 0.96  -0.532
H: -2.00 0.11 1.92  0.414
H: -1.75 -1.58 0.92  0.339
H: -2.46 0.48 -1.89  0.390
H: 0.62 0.68 -1.76  0.316
H: 0.91 -0.66 -3.62  0.400
H: -0.87 -0.98 -3.87  0.310
H: 0.02 -1.47 -2.38  0.268
H: -0.75 1.87 1.42  0.296
H: -0.10 1.45 2.99  0.342
H: 1.01 2.35 1.95  0.298
H: 2.76 -0.43 1.49  0.301
H: 1.89 -0.06 -0.14  0.268
H: 2.53 1.23 1.14  0.310
H: -0.21 -1.10 2.64  0.337
H: -0.50 1.30 -2.87  0.390
H: 0.13 -2.71 1.13  0.366

This record from OMol25 describes a molecular structure, C24H27NO3PRu. The level of theory is wB97M-V/def2-TZVPD.

Properties
* spin multiplicity: 5
* HOMO-LUMO gap (alpha / beta): 0.2865 / 0.1626 Ha
* total charge: +3
* relative energy (zero: lowest compared OMol25 entry of this formula, charge and spin): 0.0 kcal/mol
* HOMO (alpha / beta): -18.03 / -18.00 eV

Last column: Mulliken spin population.
Cartesian coordinates (Å):
Ru: -0.08 0.59 -0.88  2.726
O: -2.92 3.41 -0.60  0.045
C: -2.46 2.35 -0.44  -0.010
O: -1.34 1.92 -1.14  0.205
C: -2.96 1.27 0.52  0.022
P: -1.48 0.49 1.23  0.068
C: -2.01 -1.07 2.00  0.285
C: -1.32 -1.47 3.20  0.093
C: -1.74 -2.57 3.90  0.070
C: -2.83 -3.32 3.41  0.243
C: -3.49 -2.94 2.19  0.208
C: -3.08 -1.84 1.50  -0.050
C: -0.82 1.52 2.52  0.012
C: 0.53 1.88 2.49  0.009
C: 1.03 2.72 3.48  0.014
C: 0.19 3.18 4.48  0.000
C: -1.15 2.82 4.51  0.003
C: -1.67 1.99 3.53  0.006
H: -3.53 0.55 -0.07  -0.001
H: -3.62 1.72 1.27  0.000
H: -0.50 -0.87 3.57  -0.006
H: -1.24 -2.87 4.81  0.005
H: -3.17 -4.19 3.95  -0.006
H: -4.32 -3.54 1.84  0.004
H: -3.59 -1.56 0.59  -0.004
H: 1.18 1.52 1.70  -0.025
H: 2.07 3.01 3.46  0.000
H: 0.59 3.84 5.25  0.000
H: -1.80 3.19 5.30  0.000
H: -2.72 1.72 3.55  0.000
C: 3.94 -0.90 0.01  0.001
C: 3.09 -2.15 0.28  0.010
C: 1.73 -1.56 0.58  0.028
O: 1.63 -0.41 -0.34  -0.106
C: 3.01 0.01 -0.76  0.007
H: 4.83 -1.13 -0.56  0.000
H: 4.25 -0.44 0.95  0.000
H: 3.46 -2.74 1.11  0.000
H: 3.04 -2.79 -0.60  0.000
H: 1.66 -1.16 1.59  -0.002
H: 0.89 -2.21 0.36  0.006
H: 3.11 1.07 -0.52  0.003
H: 3.05 -0.13 -1.84  0.004
C: 1.12 -0.12 -7.05  0.000
C: 0.85 0.02 -5.60  0.028
C: 0.30 1.20 -5.07  -0.005
C: 0.06 1.31 -3.73  0.030
N: 0.35 0.31 -2.86  0.051
C: 0.88 -0.84 -3.35  0.030
C: 1.12 -1.01 -4.69  0.000
H: 0.26 0.19 -7.64  0.003
H: 1.39 -1.14 -7.32  0.000
H: 1.95 0.54 -7.33  0.004
H: 0.06 2.03 -5.72  0.001
H: -0.38 2.21 -3.31  -0.011
H: 1.09 -1.62 -2.64  0.003
H: 1.54 -1.95 -5.03  -0.001

This record from OMol25 describes 2 unconnected molecules or ions with the total composition C3H10N3S. The level of theory is wB97M-V/def2-TZVPD.

Properties
* HOMO-LUMO gap (alpha / beta): 0.2882 / 0.3230 Ha
* total charge: +1
* relative energy (zero: lowest compared OMol25 entry of this formula, charge and spin): 127.1 kcal/mol
* HOMO (alpha / beta): -12.81 / -14.37 eV

Last column: Mulliken charge in e.
Cartesian coordinates (Å):
C: 1.50 -1.70 0.17  -0.884
C: -2.61 0.17 -0.02  -0.959
C: 0.12 0.27 -0.30  0.517
N: 2.47 0.33 -0.24  -0.957
N: 0.00 1.59 -0.51  -0.388
N: 1.38 -0.28 -0.10  0.781
S: -1.20 -0.83 -0.56  0.105
H: 2.53 -1.87 0.51  0.282
H: 1.34 -2.26 -0.75  0.385
H: 0.80 -2.03 0.93  0.366
H: -2.86 0.95 -0.75  0.333
H: -2.40 0.58 0.96  0.347
H: -3.45 -0.52 0.04  0.359
H: 0.19 0.07 2.09  0.064
H: 2.41 1.29 -0.58  0.229
H: -0.89 1.98 -0.77  0.184
H: 0.67 2.25 -0.13  0.234

This record from OMol25 describes 2 unconnected molecules or ions with the total composition C2H7NS2. The level of theory is wB97M-V/def2-TZVPD.

Properties
* SMILES: C=CN.SS
* HOMO-LUMO gap: 0.3268 Ha
* total charge: 0
* relative energy (zero: lowest compared OMol25 entry of this formula, charge and spin): 28.0 kcal/mol
* HOMO: -8.37 eV

Last column: Mulliken charge in e.
Cartesian coordinates (Å):
C: -0.92 -0.40 2.18  -0.895
C: -1.66 -0.19 1.11  0.235
N: -1.63 1.01 0.39  -0.427
H: -0.39 0.41 2.69  0.175
H: -0.75 -1.28 2.80  0.253
H: -2.08 -1.00 0.52  0.271
H: -1.29 1.83 0.85  0.192
H: -2.39 1.17 -0.25  0.202
S: 2.91 0.69 -2.37  -0.168
S: 3.61 -1.07 -2.87  -0.159
H: 1.91 0.55 -1.44  0.169
H: 2.68 -1.73 -3.61  0.152

The evaluated calculated total energy for the records listed, in turn: -198.8701; -443.9793; -1646.3676; -682.3379; -931.4790 Ha.